(1)
DFT (wB97M-V/def2-TZVPD) results for C4H7NO in the gas phase in a non-equilibrium geometry.

Values from the calculation:
Charge: 0
M (g mol⁻¹): 85.11
Strongest force on any atom (Eh/bohr): 0.034
Energy relative to the best compared isomer or geometry (same formula, charge and spin) (eV): 2.6312
Frontier orbital gap (eV): 11.06
E (eV): -7797.013

The geometry in XYZ format:
```
13
Properties=species:S:1:pos:R:3:nbo_charge:R:1
C -0.588 1.055 -0.717 -0.678
C 0.545 -0.060 -0.981 -0.067
O 1.400 -0.132 0.135 -0.511
C 0.673 -0.646 1.216 -0.166
C -0.802 -0.722 1.020 0.240
N -1.909 -1.058 1.011 -0.324
H 0.032 1.943 -0.767 0.212
H -1.317 0.929 -1.521 0.225
H -1.231 1.250 0.179 0.245
H 1.176 0.269 -1.823 0.204
H 0.163 -1.071 -1.232 0.175
H 0.914 -0.061 2.110 0.226
H 0.945 -1.696 1.370 0.220
```

=====

(2)
DFT (wB97M-V/def2-TZVPD) results for a gas-phase ion, C3H6NO2 (charge -1) in a non-equilibrium geometry.

Values from the calculation:
Charge: -1
M (g mol⁻¹): 88.09
Strongest force on any atom (Eh/bohr): 0.028
Energy relative to the best compared isomer or geometry (same formula, charge and spin) (eV): 1.4307
Frontier orbital gap (eV): 7.26
E (eV): -8793.786

The geometry in XYZ format:
```
12
Properties=species:S:1:pos:R:3:nbo_charge:R:1
C 1.523 0.337 0.335 -0.714
C 0.158 0.578 0.985 0.664
O 0.085 1.118 2.087 -0.701
N -0.858 0.368 0.136 -0.667
C -1.122 -0.722 -0.968 0.167
O -2.347 -1.145 -0.887 -0.900
H 2.069 -0.431 0.894 0.205
H 1.344 -0.077 -0.654 0.216
H 2.125 1.236 0.431 0.218
H -1.816 0.526 0.429 0.396
H -0.346 -1.504 -0.819 0.060
H -0.814 -0.285 -1.969 0.054
```

=====

(3)
DFT (wB97M-V/def2-TZVPD) results for a gas-phase ion, C3H10NO2Si (charge +1) in a non-equilibrium geometry.

Values from the calculation:
Charge: +1
M (g mol⁻¹): 120.20
Strongest force on any atom (Eh/bohr): 0.097
Energy relative to the best compared isomer or geometry (same formula, charge and spin) (eV): 4.1189
Frontier orbital gap (eV): 11.16
E (eV): -16727.599

The geometry in XYZ format:
```
17
Properties=species:S:1:pos:R:3:nbo_charge:R:1
N 0.626 1.174 1.148 -0.738
C 0.034 0.595 -0.081 0.257
C 0.967 -0.163 -1.042 -0.571
C 1.956 -1.086 -0.373 0.483
O 2.072 -1.026 0.835 -0.531
O -0.888 -0.539 0.501 -0.907
Si -2.519 -0.553 0.117 1.191
H 1.407 1.669 0.824 0.432
H -0.154 1.617 1.604 0.459
H 1.128 0.193 1.522 0.507
H -0.472 1.422 -0.549 0.223
H 1.592 0.557 -1.797 0.272
H 0.450 -0.671 -1.825 0.288
H 2.497 -1.733 -0.936 0.167
H -2.638 0.620 -0.938 -0.198
H -3.075 -1.860 -0.412 -0.141
H -2.985 -0.214 1.403 -0.194
```

=====

(4)
DFT (wB97M-V/def2-TZVPD) results for a molecular structure, C4H9NS in a non-equilibrium geometry.

Values from the calculation:
Charge: 0
M (g mol⁻¹): 103.19
Strongest force on any atom (Eh/bohr): 0.125
Energy relative to the best compared isomer or geometry (same formula, charge and spin) (eV): 4.5029
Frontier orbital gap (eV): 9.09
E (eV): -16614.952

The geometry in XYZ format:
```
15
Properties=species:S:1:pos:R:3:nbo_charge:R:1
C -3.057 -0.090 0.092 -0.766
C -0.318 0.833 0.028 -0.342
C 1.033 0.977 -0.070 -0.263
C 2.104 0.078 0.233 -0.255
H -3.354 0.288 1.123 0.243
H -3.488 -1.246 -0.093 0.237
H -3.023 0.496 -0.855 0.242
H -0.818 1.849 -0.302 0.218
H 1.389 2.061 -0.518 0.221
H 2.438 0.051 1.371 0.230
H 3.206 0.588 -0.376 0.183
H 2.065 -1.911 -1.034 0.380
H 1.125 -1.818 0.468 0.357
N 2.088 -1.425 -0.043 -0.879
S -1.391 -0.731 -0.023 0.194
```

=====

(5)
DFT (wB97M-V/def2-TZVPD) results for a molecular structure, C27H17F5N2O7S2Sn.

Values from the calculation:
Charge: 0
M (g mol⁻¹): 759.28
Strongest force on any atom (Eh/bohr): 0.008
Energy relative to the best compared isomer or geometry (same formula, charge and spin) (eV): 0.8110
Frontier orbital gap (eV): 6.94
E (eV): -86676.374

The geometry in XYZ format:
```
61
Properties=species:S:1:pos:R:3:nbo_charge:R:1
Sn -0.486 -1.279 -0.392 1.281
O -1.809 6.060 -3.334 -0.666
C -1.601 5.411 -2.163 0.774
O -2.001 5.878 -1.137 -0.547
C -0.874 4.105 -2.245 -0.177
C -0.069 3.729 -1.177 -0.124
C 0.498 2.470 -1.141 -0.226
C 0.230 1.573 -2.162 0.208
C -0.527 1.955 -3.259 -0.238
C -1.078 3.223 -3.300 -0.178
N 0.634 0.204 -2.033 -0.492
C 1.307 -0.305 -2.977 0.170
C 1.526 -1.759 -3.079 0.123
C 2.541 -2.276 -3.864 -0.200
C 2.695 -3.653 -3.913 -0.146
C 1.815 -4.450 -3.199 -0.224
C 0.814 -3.841 -2.457 0.067
N 0.671 -2.522 -2.397 -0.458
H -1.361 5.596 -4.053 0.482
H 0.084 4.421 -0.360 0.242
H 1.121 2.173 -0.308 0.237
H -0.743 1.237 -4.040 0.221
H -1.719 3.488 -4.133 0.215
H 1.724 0.323 -3.767 0.197
H 3.200 -1.614 -4.410 0.232
H 3.490 -4.096 -4.497 0.232
H 1.895 -5.528 -3.215 0.236
H 0.109 -4.430 -1.880 0.215
O 1.904 -1.235 4.182 -0.575
C 1.086 -0.545 3.638 0.769
O 1.298 0.007 2.423 -0.670
C -0.250 -0.151 4.126 -0.234
C -0.723 -0.393 5.407 -0.149
C -1.954 0.119 5.766 -0.218
C -2.690 0.864 4.842 -0.181
C -2.223 1.100 3.560 -0.216
C -0.987 0.574 3.208 -0.054
S -0.055 0.804 1.707 0.632
H -0.113 -0.967 6.092 0.236
H -2.342 -0.040 6.763 0.219
H -3.648 1.277 5.133 0.218
H -2.794 1.688 2.861 0.242
C -4.320 1.998 0.174 -0.893
S -2.868 1.003 0.110 2.395
O -3.111 -0.206 0.877 -0.996
O -1.815 1.852 0.753 -1.030
O -2.569 0.780 -1.299 -1.013
H -4.709 1.975 1.190 0.237
H -5.042 1.575 -0.520 0.243
H -4.049 3.011 -0.115 0.250
F 3.055 -0.591 -0.435 -0.338
C 2.757 -1.651 0.355 0.378
C 1.454 -2.064 0.497 -0.672
C 1.259 -3.146 1.321 0.352
F -0.003 -3.614 1.513 -0.327
C 2.279 -3.809 1.979 0.256
F 2.040 -4.865 2.760 -0.288
C 3.573 -3.359 1.804 0.297
F 4.585 -3.979 2.410 -0.284
C 3.818 -2.267 0.987 0.248
F 5.073 -1.837 0.821 -0.292
```

=====

(6)
DFT (wB97M-V/def2-TZVPD) results for a molecular structure, C33H40IrN7PSe.

Values from the calculation:
2S+1: 2
Charge: +2
M (g mol⁻¹): 836.88
Strongest force on any atom (Eh/bohr): 0.007
Expectation value of S²: 0.768
Energy relative to the best compared isomer or geometry (same formula, charge and spin) (eV): 0.5557
Frontier orbital gap (alpha / beta) (eV): 6.60 / 5.70
E (eV): -122762.851

The geometry in XYZ format:
```
83
Properties=species:S:1:pos:R:3:mulliken_charge:R:1
Ir -0.807 -0.295 0.545 1.946
N -0.667 -1.221 4.741 0.199
C -0.172 -0.452 3.777 -1.064
N -0.793 -0.769 2.650 0.683
C -1.663 -1.751 3.014 0.273
N -1.614 -2.058 4.280 -0.742
C -2.538 -2.299 1.991 0.310
C -3.510 -3.251 2.256 -0.533
N -4.310 -3.717 1.308 -0.508
C -4.133 -3.227 0.090 -0.594
C -3.172 -2.267 -0.194 -0.177
N -2.362 -1.792 0.752 -0.001
H -0.414 -1.236 5.719 0.242
H 0.613 0.276 3.909 0.771
H -3.633 -3.629 3.264 0.515
H -4.776 -3.596 -0.699 0.423
H -3.057 -1.883 -1.191 0.118
C -0.941 -2.605 -2.571 -1.460
C -1.428 -1.187 -2.894 0.500
C -1.316 -0.911 -4.397 -1.425
P -0.583 0.013 -1.780 0.709
C -0.810 1.673 -2.510 0.540
C -0.045 2.726 -1.714 -1.389
C -2.291 2.011 -2.674 -1.572
C 1.193 -0.258 -1.952 0.159
C 1.900 -0.276 -3.147 -0.379
C 3.282 -0.448 -3.159 0.153
C 4.051 -0.490 -4.448 -1.640
C 3.933 -0.580 -1.934 -1.327
C 3.249 -0.539 -0.732 -0.690
C 1.866 -0.380 -0.745 0.467
N 1.077 -0.347 0.450 0.869
C 1.880 -0.381 1.654 -1.736
C 2.186 -1.611 2.232 1.633
C 1.742 -2.913 1.628 -1.460
C 2.963 -1.599 3.388 -1.054
C 3.441 -0.418 3.947 0.654
C 4.315 -0.438 5.169 -1.675
C 3.120 0.786 3.323 -1.337
C 2.342 0.831 2.170 1.012
C 2.007 2.141 1.514 -1.166
H -1.626 -3.342 -2.990 0.459
H -0.847 -2.795 -1.498 0.268
H 0.041 -2.774 -3.014 0.368
H -2.485 -1.089 -2.635 0.731
H -0.292 -1.005 -4.750 0.235
H -1.697 0.062 -4.696 0.366
H -1.900 -1.668 -4.923 0.473
H -0.349 1.577 -3.499 0.679
H -0.396 2.776 -0.683 -0.148
H -0.208 3.706 -2.165 0.609
H 1.028 2.532 -1.708 0.324
H -2.800 1.969 -1.717 0.204
H -2.810 1.338 -3.356 0.332
H -2.402 3.024 -3.063 0.590
H 1.390 -0.135 -4.089 0.187
H 3.415 -0.266 -5.302 0.379
H 4.489 -1.478 -4.600 0.356
H 4.870 0.229 -4.435 0.390
H 5.009 -0.707 -1.920 0.479
H 3.793 -0.628 0.198 0.669
H 2.406 -3.201 0.809 0.328
H 0.732 -2.864 1.215 0.048
H 1.771 -3.711 2.368 0.509
H 3.213 -2.545 3.856 0.495
H 4.222 -1.378 5.710 0.437
H 4.071 0.379 5.847 0.413
H 5.363 -0.322 4.887 0.289
H 3.494 1.716 3.736 0.487
H 2.460 2.968 2.057 0.580
H 0.927 2.307 1.477 0.000
H 2.370 2.176 0.485 0.227
Se -2.433 1.242 1.441 -0.028
C -3.039 2.813 0.528 0.183
C -2.205 3.921 0.507 -0.098
C -2.699 5.088 -0.063 -0.538
N -3.926 5.199 -0.560 -0.548
C -4.721 4.136 -0.495 -0.449
C -4.330 2.914 0.037 -0.243
H -1.205 3.894 0.919 0.443
H -2.075 5.973 -0.113 0.415
H -5.723 4.259 -0.888 0.381
H -5.021 2.081 0.057 0.472
```